<i>
Below is a 2-piece molecular cluster, C2H8N3O overall, with properties calculated with wB97M-V/def2-TZVPD.

## Properties
total charge	+1

Each line ends with the Löwdin charge.
Positions of all 14 atoms, in Å:
C -0.34 -1.61 0.27  0.09
C 0.67 -1.25 -0.72  -0.14
N -1.22 1.33 1.02  -0.12
N 0.15 1.24 1.24  -0.09
N 1.05 -0.40 -1.71  0.30
O 1.12 -1.83 0.40  0.19
H 0.67 1.20 0.36  0.05
H -1.02 -2.41 0.07  0.14
H -1.38 1.00 0.06  0.06
H -0.66 -0.89 0.90  0.05
H 0.42 2.12 1.70  0.10
H -1.73 2.25 0.98  0.11
H 0.35 -0.34 -2.34  0.10
H 1.90 -0.40 -2.25  0.16

---

<ii>
Below is an isolated ion of composition C2H8N3O and charge +1, with properties calculated with wB97M-V/def2-TZVPD.

## Properties
structure (SMILES)	C[C@@]1(N[NH3+])NO1
total charge	+1

Each line ends with the Löwdin charge.
Positions of all 14 atoms, in Å:
C 0.69 1.45 -0.98  0.01
C 0.38 0.35 -0.08  -0.48
N -0.66 -0.63 -0.51  0.01
N -1.13 -1.34 0.56  0.14
N 1.39 0.01 0.89  0.16
O 0.15 0.67 1.35  -0.03
H 1.20 1.18 -1.92  0.12
H 1.27 2.24 -0.46  0.12
H -0.22 1.99 -1.13  0.09
H -0.77 -0.75 -1.57  0.21
H -0.64 -0.77 1.38  0.18
H -1.01 -2.39 0.58  0.20
H -2.14 -1.15 0.65  0.19
H 1.48 -0.86 1.25  0.07

---

<iii>
Below is a 2-piece molecular cluster, C2H8N3O overall, with properties calculated with wB97M-V/def2-TZVPD.

## Properties
total charge	+1

Each line ends with the Löwdin charge.
Positions of all 14 atoms, in Å:
C 0.87 -1.90 -1.31  -0.35
N 0.26 -2.48 -2.37  0.15
O 0.33 -1.17 -0.49  -0.03
H 1.90 -2.24 -1.16  0.14
H 0.51 -3.41 -2.67  0.12
H -0.64 -2.11 -2.62  0.12
N -0.20 1.34 0.16  0.20
C -0.47 2.00 1.24  -0.17
N -0.45 1.61 2.52  0.18
H -0.14 0.29 0.17  0.09
H 0.08 1.89 -0.63  0.14
H -0.80 3.03 1.15  0.16
H -0.56 2.44 3.11  0.13
H -0.70 0.71 2.91  0.14

---

<iv>
Below is a 2-piece molecular cluster, C2H8N3O overall, with properties calculated with wB97M-V/def2-TZVPD.

## Properties
total charge	+1

Each line ends with the Löwdin charge.
Positions of all 14 atoms, in Å:
N 0.11 1.38 -0.55  0.20
C 1.12 1.06 -1.31  -0.16
N 1.72 1.88 -2.18  0.18
H -0.26 2.31 -0.62  0.14
H -0.29 0.69 0.10  0.06
H 1.51 0.04 -1.20  0.17
H 2.50 1.54 -2.68  0.12
H 1.43 2.83 -2.31  0.14
C -1.47 -1.52 1.33  -0.34
N -1.05 -2.52 2.13  0.13
O -0.82 -0.47 1.15  -0.05
H -2.43 -1.70 0.89  0.13
H -0.28 -2.33 2.79  0.13
H -1.78 -3.20 2.45  0.14

---

<iv> is the most stable structure; the next one sits 61.0 kJ/mol above it.

---

<i>
Below is a 3-piece molecular cluster, C3H7O2 overall, with properties calculated with wB97M-V/def2-TZVPD.

## Properties
total charge	-1

Each line ends with the Löwdin charge.
Positions of all 12 atoms, in Å:
C 0.79 -0.29 -1.90  -0.12
O 1.51 -0.55 -2.86  -0.06
H -0.23 -0.36 -2.09  0.05
H 1.13 0.14 -0.87  0.11
H 4.10 -3.30 -6.43  0.00
C -0.16 0.73 2.77  -0.17
C -1.02 0.42 1.78  -0.61
O -2.27 0.54 1.89  -0.21
H 0.78 0.07 2.92  0.00
H -0.39 1.57 3.46  -0.01
H -0.49 0.24 0.86  0.02
H 3.49 -3.44 -6.00  0.00

---

<ii>
Below is a 3-piece molecular cluster, C3H7O2 overall, with properties calculated with wB97M-V/def2-TZVPD.

## Properties
total charge	-1

Each line ends with the Löwdin charge.
Positions of all 12 atoms, in Å:
C 1.21 1.15 -0.71  -0.19
O 2.01 0.30 -0.41  -0.04
H 0.95 1.26 -1.78  0.07
H 0.74 1.90 -0.07  0.07
H -1.09 3.76 4.56  0.00
C -0.32 -1.56 0.66  -0.14
C -1.16 -1.02 -0.26  -0.60
O -1.56 0.18 -0.34  -0.22
H 0.15 -2.52 0.46  -0.01
H 0.21 -0.84 1.28  0.00
H -1.52 -1.73 -1.03  0.06
H -0.45 3.57 4.22  0.00

---

<ii> is the most stable structure; the next one sits 101.4 kJ/mol above it.

---

<i>
Below is a 2-piece molecular cluster, C3H7O2 overall, with properties calculated with wB97M-V/def2-TZVPD.

## Properties
total charge	-1

Each line ends with the Löwdin charge.
Positions of all 12 atoms, in Å:
C -1.98 0.59 -0.26  -0.20
O -1.26 0.22 0.91  -0.19
H -2.96 0.11 -0.18  0.06
H -2.12 1.67 -0.34  0.06
H -1.47 0.19 -1.13  0.06
O 1.04 0.42 -1.32  -0.19
C 1.56 -0.47 -0.60  -0.54
C 1.61 -0.52 0.80  -0.15
H 1.99 -1.36 -1.12  0.07
H 1.76 0.43 1.30  0.02
H 2.12 -1.37 1.25  -0.01
H -0.30 0.09 0.68  0.00

---

<ii>
Below is an isolated ion of composition C3H7O2 and charge -1, with properties calculated with wB97M-V/def2-TZVPD.

## Properties
structure (SMILES)	[O-]CCCO
total charge	-1

Each line ends with the Löwdin charge.
Positions of all 12 atoms, in Å:
O -0.52 2.46 -0.52  -0.36
C -0.76 1.19 -0.79  -0.59
C -0.43 0.18 0.42  -0.21
C 0.45 -1.00 0.08  -0.29
O 1.18 -1.52 1.24  -0.13
H -0.16 0.74 -1.64  0.06
H -1.82 0.93 -1.08  0.07
H 0.19 0.83 1.07  0.09
H -1.27 -0.07 1.07  0.08
H -0.13 -1.85 -0.29  0.10
H 1.16 -0.65 -0.67  0.10
H 2.11 -1.26 1.12  0.06

---

<i> is the most stable structure; the next one sits 53.7 kJ/mol above it.

---

<i>
Below is a 3-piece molecular cluster, C3H7O2 overall, with properties calculated with wB97M-V/def2-TZVPD.

## Properties
total charge	-1

Each line ends with the Löwdin charge.
Positions of all 12 atoms, in Å:
C -1.81 -0.02 -0.95  -0.15
O -2.45 0.99 -1.16  -0.07
H -2.16 -0.76 -0.23  0.07
H -0.90 -0.23 -1.51  0.05
H -0.81 4.53 4.58  0.00
C 1.75 -0.81 -0.83  -0.16
C 1.02 -2.03 -0.82  -0.53
O -0.19 -2.22 -0.59  -0.18
H 1.94 -0.30 0.11  -0.04
H 2.19 -0.54 -1.78  -0.04
H 1.54 -2.88 -1.35  0.06
H -0.12 4.27 4.52  0.00

---

<ii>
Below is a 3-piece molecular cluster, C3H7O2 overall, with properties calculated with wB97M-V/def2-TZVPD.

## Properties
total charge	-1

Each line ends with the Löwdin charge.
Positions of all 12 atoms, in Å:
C 1.58 0.81 -0.37  -0.18
O 2.58 1.36 -0.78  -0.06
H 1.14 -0.08 -0.86  0.05
H 0.99 1.13 0.50  0.05
H 0.76 -2.64 0.31  0.02
C -1.53 0.72 -0.51  -0.14
C -1.31 -0.09 0.58  -0.60
O -0.75 0.18 1.68  -0.22
H -1.68 0.32 -1.50  -0.01
H -1.22 1.76 -0.44  0.01
H -1.72 -1.13 0.52  0.06
H 1.18 -2.35 0.86  0.02

---

<ii> is the most stable structure; the next one sits 115.8 kJ/mol above it.